ORCA calculation (wB97M-V/def2-TZVPD) on a cluster of 5 separate species, C5H20N2O5 in total in a non-equilibrium geometry.

Positions of all 32 atoms, in Å:
C  0.58834  -2.77154  0.35993
N  -0.28131  -1.57763  0.57260
C  0.45581  -0.49065  1.31544
C  0.30856  -0.63172  2.84350
O  -0.31313  -1.54852  3.30447
C  -0.10451  0.88441  0.89248
C  -1.57668  1.12441  1.26404
N  -2.14942  2.29019  0.56011
H  1.01752  -3.17265  1.33059
H  1.42636  -2.48523  -0.20514
H  0.01421  -3.48976  -0.16257
H  -1.16625  -1.84580  1.11735
H  1.57031  -0.50511  1.08238
H  0.70803  0.12999  3.42281
H  0.52626  1.64794  1.26452
H  0.06833  0.94284  -0.23316
H  -1.67554  1.26525  2.33633
H  -2.23883  0.24973  0.97626
H  -2.06146  2.16413  -0.47059
H  -1.70476  3.13298  0.82702
O  -1.29914  -0.83339  -2.03346
H  -0.98951  -1.14727  -1.05946
H  -0.67257  -1.25383  -2.62613
O  3.07658  -0.36670  -0.70438
H  3.80317  0.06914  -0.22287
H  3.15772  -0.01867  -1.58520
O  -1.12744  1.81110  -2.33670
H  -1.25375  0.84817  -2.20151
H  -1.51625  1.98503  -3.18682
O  1.49184  1.23923  -2.34177
H  0.59331  1.67888  -2.47672
H  1.32419  0.67506  -1.62337

Energy above the lowest of the compared OMol25 structures with the same formula, charge and spin (kcal/mol): 45.0
Frontier orbital gap (eV): 9.49
Lowest unoccupied orbital energy (eV): 0.5
Energy (eV): -18726.62322
SMILES: CN[C@H](C=O)CCN.O.O.O.O